(1)
{
  "formula": "C27H72Br4F9N6O15S3",
  "method": "the ωB97M-V functional and the def2-TZVPD basis",
  "elements": ["C", "C", "C", "O", "C", "N", "H", "H", "H", "H", "H", "H", "H", "H", "H", "H", "H", "H", "C", "C", "C", "O", "C", "N", "H", "H", "H", "H", "H", "H", "H", "H", "H", "H", "H", "H", "C", "C", "C", "O", "C", "N", "H", "H", "H", "H", "H", "H", "H", "H", "H", "H", "H", "H", "C", "C", "C", "O", "C", "N", "H", "H", "H", "H", "H", "H", "H", "H", "H", "H", "H", "H", "C", "C", "C", "O", "C", "N", "H", "H", "H", "H", "H", "H", "H", "H", "H", "H", "H", "H", "C", "C", "C", "O", "C", "N", "H", "H", "H", "H", "H", "H", "H", "H", "H", "H", "H", "H", "C", "F", "F", "F", "S", "O", "O", "O", "C", "F", "F", "F", "S", "O", "O", "O", "C", "F", "F", "F", "S", "O", "O", "O", "Br", "Br", "Br", "Br"],
  "positions_angstrom": [[-1.331, 6.195, 0.306], [-1.989, 4.901, 0.671], [-2.363, 4.846, 2.154], [-3.323, 3.839, 2.342], [-3.528, 3.492, 3.701], [-3.223, 4.708, -0.213], [-3.041, 4.350, -1.159], [-3.751, 3.958, 0.246], [-3.843, 5.512, -0.160], [-1.159, 6.381, -0.750], [-0.358, 6.366, 0.768], [-1.995, 7.003, 0.634], [-1.392, 4.000, 0.535], [-2.705, 5.807, 2.568], [-1.475, 4.676, 2.775], [-4.448, 2.904, 3.718], [-3.828, 4.325, 4.347], [-2.652, 2.961, 4.070], [-5.616, -2.328, -4.408], [-4.167, -1.918, -4.392], [-3.728, -0.984, -5.500], [-2.362, -0.782, -5.248], [-1.592, -0.387, -6.387], [-3.838, -1.299, -3.037], [-4.155, -1.859, -2.244], [-2.802, -1.288, -2.994], [-4.323, -0.420, -2.862], [-5.857, -2.973, -5.252], [-6.292, -1.472, -4.394], [-5.842, -2.954, -3.542], [-3.446, -2.734, -4.331], [-4.284, -0.040, -5.458], [-3.831, -1.437, -6.488], [-1.931, 0.526, -6.874], [-1.508, -1.248, -7.055], [-0.599, -0.232, -5.967], [-3.852, -0.997, 0.478], [-3.408, -0.216, 1.729], [-4.347, -0.183, 2.867], [-3.847, 0.451, 4.016], [-4.911, 0.678, 4.934], [-2.080, -0.776, 2.212], [-1.476, 0.049, 2.397], [-2.188, -1.402, 3.007], [-1.586, -1.353, 1.503], [-4.514, -1.859, 0.560], [-2.973, -1.265, -0.110], [-4.446, -0.312, -0.137], [-3.054, 0.768, 1.411], [-4.659, -1.213, 3.098], [-5.284, 0.229, 2.465], [-5.542, -0.172, 5.193], [-5.551, 1.510, 4.624], [-4.367, 1.054, 5.802], [4.465, -1.276, 2.960], [3.787, -0.965, 4.265], [4.732, -1.013, 5.481], [3.912, -0.792, 6.610], [4.593, -0.812, 7.839], [3.221, 0.422, 4.174], [2.931, 0.775, 5.087], [3.871, 1.111, 3.771], [2.332, 0.489, 3.654], [5.266, -0.610, 2.628], [3.781, -1.144, 2.118], [4.829, -2.292, 2.811], [2.900, -1.532, 4.538], [5.455, -0.187, 5.424], [5.363, -1.900, 5.591], [4.834, -1.836, 8.139], [4.016, -0.303, 8.608], [5.541, -0.269, 7.761], [4.537, -1.928, -2.596], [4.733, -2.953, -1.476], [5.447, -2.361, -0.268], [5.263, -3.132, 0.910], [6.308, -4.022, 1.304], [3.352, -3.566, -1.155], [2.788, -3.619, -2.006], [3.483, -4.524, -0.844], [2.829, -3.030, -0.446], [5.470, -1.527, -2.989], [3.991, -1.076, -2.183], [3.976, -2.262, -3.470], [5.361, -3.788, -1.800], [4.884, -1.465, 0.014], [6.490, -2.083, -0.413], [6.174, -4.878, 0.636], [6.061, -4.280, 2.333], [7.292, -3.553, 1.284], [2.615, 1.054, 0.359], [1.591, 1.489, -0.731], [0.437, 0.547, -1.004], [-0.433, 1.272, -1.868], [-1.357, 0.542, -2.638], [1.080, 2.871, -0.367], [0.441, 3.241, -1.075], [0.547, 2.703, 0.488], [1.812, 3.595, -0.292], [3.379, 0.392, -0.040], [2.032, 0.517, 1.110], [3.080, 1.919, 0.831], [2.170, 1.575, -1.647], [-0.086, 0.241, -0.089], [0.864, -0.349, -1.462], [-0.802, -0.182, -3.238], [-2.018, 1.114, -3.283], [-1.916, -0.014, -1.868], [0.872, -4.675, 1.597], [2.008, -4.871, 2.273], [0.807, -5.442, 0.501], [-0.152, -5.084, 2.361], [0.707, -2.873, 1.145], [0.950, -2.104, 2.359], [1.684, -2.755, 0.090], [-0.675, -2.765, 0.673], [-1.088, 3.985, -4.826], [-1.514, 4.509, -5.983], [-1.926, 2.920, -4.654], [0.150, 3.515, -5.000], [-1.282, 5.155, -3.353], [-2.717, 5.478, -3.271], [-0.824, 4.428, -2.171], [-0.596, 6.379, -3.714], [-1.144, -4.216, -4.253], [-2.288, -4.890, -4.138], [-0.231, -5.022, -4.815], [-1.319, -3.194, -5.095], [-0.499, -3.589, -2.592], [0.868, -3.150, -2.815], [-1.401, -2.510, -2.205], [-0.553, -4.723, -1.670], [0.034, 2.047, 2.866], [2.798, 5.837, -0.196], [5.825, 2.180, 2.636], [4.464, 1.705, -3.399]],
  "lowdin_charge": [-0.04, -0.30, -0.22, -0.22, -0.10, 0.24, 0.13, 0.14, 0.17, 0.07, 0.07, 0.09, 0.12, 0.13, 0.10, 0.06, 0.10, 0.06, -0.03, -0.30, -0.18, -0.24, -0.05, 0.21, 0.14, 0.08, 0.16, 0.10, 0.09, 0.09, 0.13, 0.14, 0.14, 0.10, 0.09, 0.11, -0.03, -0.30, -0.23, -0.17, -0.10, 0.21, 0.00, 0.17, 0.09, 0.09, 0.06, 0.08, 0.15, 0.14, 0.14, 0.09, 0.08, 0.10, -0.07, -0.29, -0.18, -0.20, -0.11, 0.20, 0.15, -0.01, 0.07, 0.03, 0.07, 0.07, 0.14, 0.13, 0.13, 0.09, 0.09, 0.09, -0.07, -0.28, -0.16, -0.26, -0.07, 0.21, 0.11, 0.15, -0.02, 0.07, 0.03, 0.08, 0.14, 0.12, 0.15, 0.09, 0.08, 0.09, -0.04, -0.30, -0.16, -0.18, -0.10, 0.19, 0.09, 0.00, -0.03, 0.06, 0.02, 0.06, 0.06, 0.11, 0.13, 0.09, 0.08, 0.06, -0.64, 0.13, 0.12, 0.12, 0.55, -0.31, -0.27, -0.33, -0.62, 0.12, 0.05, 0.15, 0.49, -0.37, -0.35, -0.29, -0.65, 0.13, 0.13, 0.12, 0.51, -0.31, -0.35, -0.32, -0.09, -0.56, -0.48, -0.65],
  "lumo_ev": 0.22,
  "multiplicity": 1,
  "total_charge": -1,
  "energy_ha": -14918.49779,
  "homo_lumo_gap_ev": 3.78,
  "homo_ha": -0.1308
}



(2)
{
  "formula": "C27H72O9",
  "method": "the ωB97M-V functional and the def2-TZVPD basis",
  "elements": ["C", "C", "C", "O", "H", "H", "H", "H", "H", "H", "H", "H", "C", "C", "C", "O", "H", "H", "H", "H", "H", "H", "H", "H", "C", "C", "C", "O", "H", "H", "H", "H", "H", "H", "H", "H", "C", "C", "C", "O", "H", "H", "H", "H", "H", "H", "H", "H", "C", "C", "C", "O", "H", "H", "H", "H", "H", "H", "H", "H", "C", "C", "C", "O", "H", "H", "H", "H", "H", "H", "H", "H", "C", "C", "C", "O", "H", "H", "H", "H", "H", "H", "H", "H", "C", "C", "C", "O", "H", "H", "H", "H", "H", "H", "H", "H", "C", "C", "C", "O", "H", "H", "H", "H", "H", "H", "H", "H"],
  "positions_angstrom": [[7.928, -13.205, -1.271], [7.953, -12.441, 0.028], [8.142, -13.303, 1.252], [9.056, -11.495, -0.048], [8.955, -13.257, -1.646], [7.366, -12.695, -2.052], [7.553, -14.213, -1.109], [7.057, -11.814, 0.122], [8.168, -12.702, 2.166], [9.078, -13.860, 1.163], [7.334, -14.026, 1.402], [9.020, -11.079, 0.820], [12.662, -10.880, -0.814], [13.576, -12.064, -1.011], [14.470, -11.806, -2.241], [14.408, -12.307, 0.141], [12.414, -10.466, -1.794], [13.198, -10.083, -0.293], [11.750, -11.114, -0.269], [13.013, -12.982, -1.171], [15.364, -12.424, -2.249], [14.691, -10.739, -2.302], [13.833, -12.028, -3.102], [15.166, -11.719, 0.092], [10.780, -16.533, -4.438], [11.299, -15.267, -5.086], [11.482, -14.140, -4.075], [12.538, -15.544, -5.757], [9.877, -16.352, -3.855], [11.551, -16.933, -3.773], [10.611, -17.292, -5.201], [10.617, -14.914, -5.862], [12.108, -14.518, -3.260], [10.519, -13.762, -3.735], [12.024, -13.317, -4.547], [13.252, -15.374, -5.136], [4.274, -7.332, -2.544], [4.722, -8.508, -1.695], [5.875, -9.272, -2.349], [5.101, -8.065, -0.396], [3.486, -6.757, -2.050], [3.845, -7.636, -3.504], [5.089, -6.642, -2.780], [3.879, -9.190, -1.576], [5.726, -9.417, -3.420], [5.882, -10.277, -1.917], [6.829, -8.777, -2.171], [6.029, -7.809, -0.411], [4.473, -14.894, -0.408], [4.541, -16.214, -1.159], [5.934, -16.500, -1.707], [4.224, -17.310, -0.292], [5.279, -14.801, 0.320], [3.499, -14.796, 0.076], [4.563, -14.060, -1.110], [3.839, -16.190, -2.003], [6.630, -16.447, -0.867], [6.172, -15.780, -2.489], [5.983, -17.507, -2.117], [3.560, -17.021, 0.338], [4.377, -14.670, 4.639], [4.396, -13.155, 4.737], [4.898, -12.689, 6.084], [5.281, -12.628, 3.724], [5.341, -15.098, 4.923], [4.171, -14.965, 3.608], [3.574, -15.084, 5.251], [3.419, -12.756, 4.473], [4.797, -11.613, 6.212], [5.940, -12.985, 6.221], [4.358, -13.168, 6.910], [6.073, -13.178, 3.726], [11.566, -9.211, 2.112], [11.500, -7.983, 3.028], [11.343, -8.399, 4.496], [12.676, -7.194, 2.895], [10.843, -9.946, 2.482], [12.488, -9.782, 2.310], [11.504, -9.031, 1.045], [10.628, -7.414, 2.703], [11.049, -7.499, 5.039], [12.267, -8.778, 4.932], [10.568, -9.160, 4.611], [13.418, -7.784, 3.061], [11.551, -15.558, -0.032], [12.162, -15.491, 1.355], [13.577, -16.000, 1.402], [12.121, -14.161, 1.865], [12.048, -14.948, -0.788], [10.519, -15.195, 0.002], [11.496, -16.594, -0.378], [11.522, -16.105, 1.995], [14.220, -15.441, 0.711], [13.713, -17.055, 1.158], [13.989, -15.828, 2.400], [12.907, -13.711, 1.529], [6.521, -7.395, 4.019], [7.729, -7.749, 3.182], [7.858, -9.179, 2.728], [7.955, -6.868, 2.063], [6.140, -6.390, 3.837], [6.750, -7.501, 5.078], [5.697, -8.080, 3.792], [8.645, -7.553, 3.765], [8.792, -9.203, 2.173], [6.973, -9.414, 2.126], [7.870, -9.903, 3.543], [7.391, -6.093, 2.131]],
  "lowdin_charge": [-0.04, -0.47, -0.04, -0.07, 0.07, 0.08, 0.05, 0.13, 0.08, 0.07, 0.07, 0.05, -0.06, -0.47, -0.05, -0.07, 0.09, 0.08, 0.06, 0.11, 0.08, 0.08, 0.07, 0.08, -0.06, -0.49, -0.06, -0.05, 0.08, 0.08, 0.08, 0.14, 0.07, 0.07, 0.08, 0.08, -0.07, -0.50, -0.05, -0.06, 0.08, 0.08, 0.08, 0.13, 0.08, 0.07, 0.08, 0.08, -0.06, -0.49, -0.06, -0.05, 0.07, 0.08, 0.08, 0.13, 0.08, 0.08, 0.08, 0.08, -0.06, -0.48, -0.07, -0.08, 0.08, 0.07, 0.08, 0.14, 0.08, 0.08, 0.08, 0.06, -0.07, -0.48, -0.06, -0.05, 0.06, 0.09, 0.07, 0.12, 0.08, 0.08, 0.07, 0.08, -0.05, -0.50, -0.06, -0.05, 0.05, 0.06, 0.08, 0.14, 0.08, 0.08, 0.08, 0.06, -0.04, -0.49, -0.05, -0.05, 0.08, 0.08, 0.08, 0.11, 0.05, 0.09, 0.09, 0.08],
  "lumo_ev": 0.54,
  "multiplicity": 1,
  "relative_energy_kj_mol": 197.3,
  "energy_ha": -1749.01297,
  "homo_lumo_gap_ev": 10.57,
  "homo_ha": -0.3686
}